Formula: C9H20N3O3P
Source: the OMol25 dataset
Level of theory: the ωB97M-V functional and the def2-TZVPD basis

Structure (XYZ):
```
36
Properties=species:S:1:pos:R:3:forces:R:3:mulliken_charge:R:1
P 2.5503 -2.2445 0.6580 0.7313 -0.4543 -0.5664 0.50
O 3.5545 0.1706 -0.8928 -0.3065 0.6819 0.1568 -0.40
O 1.7517 -0.9037 -1.5670 -0.2770 0.1664 -0.3060 -0.42
O 3.1967 -0.1313 -3.1193 -0.0201 -0.1810 0.7077 -0.54
N 3.8329 -2.8901 0.0527 -0.4922 0.4337 -0.0179 -0.82
N 1.7077 2.7164 0.9352 -0.1618 -0.4395 -0.0847 -0.68
N -4.9498 0.2996 -1.4144 0.1477 0.0749 0.2019 -0.61
C -2.0243 0.0040 1.1214 0.1044 0.1161 -0.4347 -1.06
C 2.5136 0.4668 0.1155 0.7042 -0.3458 -0.8847 0.03
C 0.1899 -0.8909 0.3263 0.0920 0.0102 -0.0961 -1.42
C -0.5469 0.3286 0.8645 -0.3033 0.0712 -0.1478 -0.24
C 1.9696 1.8538 -0.2378 -0.1026 0.2970 0.7730 -1.06
C 1.6523 -0.7899 -0.1554 -0.1605 -0.0705 1.3843 1.09
C -2.8171 -0.1929 -0.1846 0.0376 -0.1999 0.1637 -0.50
C -4.2430 0.3341 -0.1189 -0.3186 -0.1036 -0.5223 -0.80
C 2.8825 -0.2616 -1.9767 0.1506 -0.2723 -0.7293 0.48
H 2.7471 2.3334 -0.8294 -0.0680 -0.0549 -0.1957 0.49
H -4.8285 -0.2669 0.5808 0.1028 0.1123 0.2164 0.26
H -4.5260 -0.3746 -2.0389 -0.0521 -0.0917 0.0044 0.26
H 3.0393 0.4830 1.0690 -0.1447 -0.1222 0.0904 0.62
H -4.2423 1.3679 0.2282 -0.0351 -0.0093 0.1539 0.42
H -0.0816 0.6895 1.7830 0.0720 -0.0390 0.0101 0.33
H -2.0997 -0.9009 1.7257 -0.0906 0.1074 0.2505 0.43
H -2.3098 0.2884 -1.0258 0.0785 0.0826 0.0227 0.36
H 4.1437 -2.4651 -0.8112 0.2766 -0.1299 0.0259 0.30
H 0.1429 -1.6445 1.1195 -0.0236 0.0029 0.0098 0.48
H -2.8700 -1.2605 -0.4155 0.0672 0.0029 -0.1642 0.29
H -2.4652 0.8436 1.6628 -0.0045 -0.1101 0.1904 0.46
H 1.5253 -3.1879 0.8572 -0.1500 0.1139 0.1161 0.08
H 0.7263 2.9536 0.9924 0.0057 0.0766 -0.0609 0.32
H 2.7145 -1.7191 1.9605 -0.2962 0.0220 0.0921 0.07
H -0.3758 -1.3219 -0.5034 0.0712 0.0004 -0.0423 0.29
H 1.0626 1.7468 -0.8276 0.1128 0.1105 -0.3076 0.34
H 1.9065 2.2222 1.7971 0.1390 0.0740 0.0174 0.27
H -4.8953 1.1963 -1.8766 0.0426 0.0162 -0.0336 0.25
H -0.5348 1.1475 0.1456 0.0709 0.0512 0.0066 0.13
```
Forces are in eV/Å.

Computed properties:
E_HOMO = -0.3342 Ha
Energy relative to the best compared isomer or geometry (same formula, charge and spin) = 0.0 kcal/mol
Max |F| = 1.40 eV/Å
Lowest unoccupied orbital energy = 0.4 eV
Frontier orbital gap = 9.5 eV
Total charge = 0



Formula: C2H3Br3O3S
Source: the OMol25 dataset
Level of theory: the ωB97M-V functional and the def2-TZVPD basis

Structure (XYZ):
```
12
Properties=species:S:1:pos:R:3:forces:R:3:mulliken_charge:R:1
Br -3.6815 -1.4445 -1.7117 -0.0771 -0.1390 -0.2405 -0.07
Br -3.9610 2.5394 0.1139 0.2442 0.6946 0.4525 -0.01
Br -4.7280 0.1361 2.0213 -0.4749 1.2682 0.5817 0.04
S -2.4727 -1.6984 0.0951 0.4240 0.0268 -1.6610 1.07
O -3.3257 -2.0358 1.1478 -0.3136 -1.2454 0.9259 -0.48
O -1.3832 -2.4809 -0.3866 -0.1310 -0.1807 0.7785 -0.56
O -1.9955 -0.2213 0.3974 0.5623 -0.7972 0.0459 -0.13
C -4.5180 0.7988 0.3051 -0.6428 -0.7665 -0.3179 -0.04
C -0.9007 0.0973 -0.4666 -0.5826 1.3957 -1.3856 -0.82
H -1.3444 0.2779 -1.4839 0.9191 -0.0399 0.8651 0.36
H -0.1465 -0.6283 -0.4377 0.5415 -1.6293 -0.3958 0.37
H -0.3371 0.9089 -0.0736 -0.4690 1.4129 0.3511 0.27
```
Forces are in eV/Å.

Computed properties:
E_HOMO = -0.3208 Ha
Energy relative to the best compared isomer or geometry (same formula, charge and spin) = 39.9 kcal/mol
Max |F| = 2.05 eV/Å
Lowest unoccupied orbital energy = -1.1 eV
Frontier orbital gap = 7.6 eV
Total charge = 0